1.
Density functional theory data (ωB97M-V with the def2-TZVPD basis set) for C29H38IrN2O2P3 as an isolated structure at a distorted geometry.

Geometry (Å):
Ir (0.05470, 0.19743, -1.10146)
P (2.12785, -0.63455, -1.30584)
C (2.31981, -0.67244, -3.13270)
C (1.09786, -1.30351, -3.68592)
N (-0.02761, -1.01125, -3.01707)
C (-1.20050, -1.46529, -3.48424)
C (-1.26711, -2.35114, -4.55548)
C (-0.10037, -2.73951, -5.19486)
C (1.09149, -2.19364, -4.75332)
C (-2.44687, -0.95999, -2.79416)
P (-1.96668, 0.61064, -1.96330)
H (2.06234, -2.44702, -5.16629)
H (-2.25701, -2.72199, -4.81144)
H (-0.12145, -3.44882, -6.00674)
H (-3.27257, -0.76209, -3.49957)
H (-2.80835, -1.67608, -2.03143)
H (2.38822, 0.41531, -3.41923)
H (3.21712, -1.18338, -3.47066)
H (1.40539, 2.58531, -2.92507)
O (1.92429, 1.93050, -3.51217)
H (2.28785, 2.43574, -4.26088)
H (0.10237, 2.66076, -1.42469)
O (0.30821, 3.33073, -2.13961)
H (0.24532, 4.23342, -1.74020)
C (-2.06867, 1.80997, -3.32746)
H (-3.02325, 1.70174, -3.85402)
H (-1.97783, 2.82260, -2.92541)
H (-1.25437, 1.62780, -4.04150)
C (-3.26471, 0.89877, -0.71690)
H (-2.89959, 1.67442, -0.02188)
H (-4.18506, 1.24348, -1.22371)
H (-3.45091, -0.03951, -0.16155)
C (2.31207, -2.32380, -0.65162)
H (3.25529, -2.75983, -1.02654)
H (2.33037, -2.22759, 0.44711)
H (1.44341, -2.92164, -0.97401)
C (3.59830, 0.26360, -0.74387)
H (3.50218, 0.41372, 0.34101)
H (4.49723, -0.34248, -0.95251)
H (3.65006, 1.23236, -1.26604)
N (0.14306, 1.08761, 0.47966)
P (-0.12896, 0.36744, 1.91476)
C (-1.46090, -0.84582, 1.92911)
C (-2.59547, -0.69865, 2.75644)
C (-3.63372, -1.63124, 2.67903)
C (-3.56796, -2.70278, 1.78887)
C (-2.45123, -2.84637, 0.96463)
C (-1.39696, -1.93269, 1.04122)
C (1.39311, -0.34732, 2.58162)
C (1.49723, -1.67664, 3.03972)
C (2.71616, -2.13877, 3.55017)
C (3.82390, -1.29419, 3.63291)
C (3.72319, 0.02779, 3.19434)
C (2.51675, 0.49570, 2.66242)
C (-0.54673, 1.75485, 2.97204)
C (-0.63883, 1.61647, 4.37420)
C (-0.88283, 2.76010, 5.14830)
C (-1.01452, 4.01427, 4.54445)
C (-0.92005, 4.14068, 3.15349)
C (-0.68882, 3.00542, 2.35623)
H (-2.64825, 0.14645, 3.44410)
H (-4.52087, -1.50755, 3.30528)
H (-4.39129, -3.41966, 1.71392)
H (-2.38377, -3.66213, 0.24187)
H (-0.54586, -2.06293, 0.36334)
H (0.63213, -2.34135, 3.00483)
H (2.80500, -3.17574, 3.87577)
H (4.77072, -1.66732, 4.03016)
H (4.58225, 0.70152, 3.25574)
H (2.44974, 1.52667, 2.30194)
H (-0.51459, 0.64154, 4.85117)
H (-0.95854, 2.67394, 6.23224)
H (-1.18711, 4.90225, 5.16122)
H (-1.01856, 5.11786, 2.68419)
H (-0.58629, 3.06781, 1.26587)

Cartesian forces (eV/Å) of the 2 atoms listed first:
Ir -0.156 -0.220 -0.811
P 3.301 -0.366 -1.789

Results
Spin multiplicity: 6
E: -2515.137120 a.u.
Expectation value of S²: 8.781
Net charge: +3

Mulliken atomic charge list, values in e, 2 entries:
1. Ir 0.998
2. P 0.286

***

2.
Density functional theory data (ωB97M-V with the def2-TZVPD basis set) for C29H38N4O2P2Pb as an isolated structure at a distorted geometry.

Geometry (Å):
Pb (0.11161, 1.53012, 3.06529)
C (-1.96123, 1.90144, -4.92766)
C (-2.06971, 0.64360, -4.49237)
C (-1.28705, -0.55531, -4.93534)
C (0.13879, -0.27825, -5.46420)
C (0.94595, 0.61029, -4.55158)
C (1.01339, 1.94513, -4.58612)
C (0.31906, 2.85458, -5.56829)
C (-1.08252, 2.40341, -6.03874)
C (1.56238, 0.80268, 4.59394)
H (-2.61556, 2.68031, -4.51072)
H (-2.89200, 0.38650, -3.81276)
H (-1.85579, -1.09646, -5.71129)
H (-1.20456, -1.24416, -4.07791)
H (0.64954, -1.25523, -5.51678)
H (0.08673, 0.10821, -6.49086)
H (1.58228, 0.05923, -3.84608)
H (1.72705, 2.45755, -3.93154)
H (0.95093, 3.00097, -6.46086)
H (0.21128, 3.84487, -5.09912)
H (-1.56921, 3.29689, -6.46591)
H (-0.99083, 1.67169, -6.85147)
H (1.37331, 1.37026, 5.51298)
H (2.56442, 1.05588, 4.23580)
H (1.49269, -0.27657, 4.78430)
P (1.67015, -0.33593, 1.48399)
P (-1.31211, -0.68847, 1.52549)
N (2.71237, 0.91503, 0.83287)
N (2.92874, -1.57168, 1.77949)
N (-2.24727, 0.45356, 0.50761)
N (-2.67938, -1.75393, 1.77613)
C (0.94440, -0.97341, -0.08657)
C (-0.44541, -1.58745, 0.19176)
C (2.75339, 2.28183, 1.12773)
C (3.76884, 2.85805, 0.38716)
C (4.35456, 1.82823, -0.41884)
C (3.68379, 0.64545, -0.13673)
C (3.85176, -1.52366, 2.83927)
C (4.49476, -2.75401, 2.92417)
C (3.96886, -3.58201, 1.88172)
C (3.01777, -2.84068, 1.20418)
C (-2.62684, 1.73491, 0.92240)
C (-2.87756, 2.51634, -0.19477)
C (-2.70698, 1.68462, -1.33881)
C (-2.36451, 0.42653, -0.87898)
C (-3.72616, -2.03447, 0.89412)
C (-4.65745, -2.81851, 1.56092)
C (-4.13592, -3.08933, 2.86526)
C (-2.90739, -2.45448, 2.96487)
H (1.59332, -1.72462, -0.55975)
H (0.88546, -0.13240, -0.80228)
H (-1.01450, -1.64230, -0.73824)
H (-0.37249, -2.62691, 0.54752)
H (2.05523, 2.74863, 1.81737)
H (4.05960, 3.89809, 0.42947)
H (5.16959, 1.93726, -1.11987)
H (3.76820, -0.35882, -0.53522)
H (3.93436, -0.64344, 3.45123)
H (5.24312, -3.04562, 3.63689)
H (4.23046, -4.59550, 1.63823)
H (2.36534, -3.10898, 0.39271)
H (-2.72081, 1.96932, 1.97683)
H (-3.14379, 3.56367, -0.21113)
H (-2.80508, 1.93895, -2.38808)
H (-2.18773, -0.48307, -1.43818)
H (-3.69159, -1.66488, -0.12040)
H (-5.60310, -3.14032, 1.15470)
H (-4.60795, -3.66486, 3.64017)
H (-2.15489, -2.43027, 3.73791)
C (-0.67953, -0.67980, 6.70246)
O (-1.73533, -0.01281, 5.91859)
C (-1.49002, 0.48546, 4.71229)
O (-2.46267, 0.67371, 3.96246)
H (-1.14571, -1.01931, 7.63400)
H (0.10933, 0.04484, 6.94153)
H (-0.26215, -1.54019, 6.15164)

Cartesian forces (eV/Å) of the 2 atoms listed first:
Pb -0.980 -0.535 1.698
C -0.497 -0.139 0.000

Results
E: -2372.722955 a.u.
Net charge: 0

Mulliken atomic charge list, values in e, 2 entries:
1. Pb 1.113
2. C -0.375

***

3.
Density functional theory data (ωB97M-V with the def2-TZVPD basis set) for C29H38N4O2P2Re as an isolated structure at a distorted geometry.

Geometry (Å):
Re (-1.01705, 1.13307, -0.63109)
C (0.01806, 2.59890, 4.03581)
C (0.97404, 2.44953, 3.08493)
C (1.84273, 1.25079, 2.98988)
C (1.20435, -0.16717, 2.73703)
C (-0.16649, -0.43928, 2.10937)
C (-1.31229, -0.29766, 2.83890)
C (-1.26731, 0.07500, 4.23881)
C (-0.67303, 1.47559, 4.80919)
C (-2.94061, 1.03006, 0.47186)
H (-0.62330, 3.50565, 3.98333)
H (0.92412, 3.01167, 2.13124)
H (2.38543, 1.19319, 3.92403)
H (2.51172, 1.37204, 2.10588)
H (1.97721, -0.76641, 2.21116)
H (1.13435, -0.63568, 3.78343)
H (-0.18348, -1.45705, 1.66712)
H (-2.28677, -0.45394, 2.38061)
H (-0.57535, -0.72311, 4.62355)
H (-2.29864, 0.00856, 4.66098)
H (-1.59841, 1.99212, 5.16220)
H (-0.02461, 1.15553, 5.63433)
H (-3.09926, 1.53953, 1.45416)
H (-3.69604, 0.21176, 0.28869)
H (-3.03612, 1.78628, -0.37265)
P (-1.55803, -0.95197, -0.99775)
P (1.42049, 1.06639, -0.96640)
N (-1.84862, -2.47202, -0.18271)
N (-2.34506, -1.63183, -2.67215)
N (2.90431, -0.32503, -0.67689)
N (2.78496, 1.63967, -2.48693)
C (0.21149, -1.26031, -1.45460)
C (0.73707, -0.03979, -2.19303)
C (-2.93429, -2.80010, 0.64101)
C (-2.82275, -4.15656, 0.96099)
C (-1.63830, -4.66539, 0.30213)
C (-1.06868, -3.62054, -0.38711)
C (-3.49600, -1.25890, -3.35473)
C (-3.67895, -2.13701, -4.44061)
C (-2.61866, -3.09488, -4.37643)
C (-1.83443, -2.76111, -3.28666)
C (3.86019, -0.20880, 0.30838)
C (4.67876, -1.33947, 0.29386)
C (4.23692, -2.17088, -0.78227)
C (3.18626, -1.48331, -1.39637)
C (4.16861, 1.58083, -2.57926)
C (4.58831, 2.02324, -3.86252)
C (3.40245, 2.29989, -4.60088)
C (2.32484, 2.00813, -3.73046)
H (0.18007, -2.08934, -2.13880)
H (0.82645, -1.49778, -0.58233)
H (1.31088, -0.33216, -3.08104)
H (-0.10170, 0.63038, -2.59137)
H (-3.69482, -2.05127, 0.85212)
H (-3.48965, -4.71113, 1.59933)
H (-1.23212, -5.67009, 0.32967)
H (-0.20680, -3.62224, -1.05388)
H (-4.12245, -0.44086, -3.01570)
H (-4.45904, -2.10105, -5.17307)
H (-2.43949, -3.93755, -5.03170)
H (-0.97402, -3.30588, -2.89477)
H (3.87370, 0.65290, 0.94357)
H (5.48804, -1.53234, 0.96935)
H (4.66338, -3.12135, -1.07897)
H (2.59280, -1.78591, -2.23494)
H (4.79316, 1.20860, -1.76318)
H (5.62887, 2.13186, -4.19661)
H (3.32442, 2.66497, -5.61146)
H (1.26500, 2.01558, -3.95186)
C (-2.01798, 5.19572, 1.51011)
C (-1.96223, 3.68751, 1.69188)
O (-2.66916, 3.31349, 2.64584)
O (-1.27807, 2.81938, 0.93457)
H (-2.95382, 5.59824, 1.90166)
H (-1.91803, 5.52551, 0.49055)
H (-1.26156, 5.66560, 2.12966)

Cartesian forces (eV/Å) of the 2 atoms listed first:
Re -1.449 3.063 5.206
C -0.786 -0.241 -2.488

Results
Spin multiplicity: 4
Expectation value of S²: 4.155
Net charge: +2
Relative energy (zero: lowest compared OMol25 entry of this formula, charge and spin): 846.4 kJ/mol

Mulliken atomic charge list, values in e, 2 entries:
1. Re 1.862
2. C -0.555

***

4.
Density functional theory data (ωB97M-V with the def2-TZVPD basis set) for C29H39AsBN10O3S5W as an isolated structure at a distorted geometry.

Geometry (Å):
W (0.97325, -0.71158, -0.26275)
C (0.91385, 2.52956, 1.92510)
C (0.14172, 1.27845, 2.17986)
C (-0.62652, 1.07905, 3.31533)
C (-1.39645, -0.04583, 3.06824)
N (-1.08191, -0.52198, 1.86705)
N (-0.10291, 0.25809, 1.29717)
B (-1.98842, -1.44726, 0.99452)
N (-2.04424, -0.77528, -0.41309)
C (-3.13346, -0.53631, -1.13181)
C (-2.75663, -0.18090, -2.41771)
C (-1.38094, -0.22457, -2.44132)
C (-0.56735, 0.03927, -3.66611)
N (-0.92543, -0.58124, -1.18547)
N (-1.19206, -2.75310, 0.76511)
C (-1.49376, -4.04621, 0.81788)
C (-0.34024, -4.78628, 0.61683)
C (0.66533, -3.85872, 0.42733)
C (2.10758, -4.17801, 0.24029)
N (0.13853, -2.59656, 0.50000)
N (-3.33161, -1.57191, 1.60268)
C (-4.15208, -2.59227, 2.00463)
C (-5.32765, -2.05073, 2.42565)
C (-5.17468, -0.65045, 2.25484)
C (-6.16742, 0.41763, 2.55021)
N (-3.98283, -0.36913, 1.76568)
H (0.19480, 3.30306, 1.64420)
H (1.65169, 2.44828, 1.13862)
H (1.39924, 2.85985, 2.84327)
H (-0.67749, 1.72382, 4.17510)
H (-2.18371, -0.49331, 3.65005)
H (-4.10908, -0.63604, -0.68767)
H (-3.40577, 0.07447, -3.23676)
H (-0.90066, 0.97607, -4.11370)
H (-0.75614, -0.74639, -4.40041)
H (0.50214, 0.11105, -3.49132)
H (-2.49726, -4.38749, 1.00246)
H (-0.24531, -5.85767, 0.63834)
H (2.41363, -4.89182, 1.00508)
H (2.74895, -3.30446, 0.32570)
H (2.27628, -4.67149, -0.71983)
H (-3.85683, -3.62660, 2.00241)
H (-6.18118, -2.57251, 2.82027)
H (-6.71590, 0.19198, 3.46311)
H (-6.89738, 0.49333, 1.74284)
H (-5.67536, 1.38115, 2.66255)
O (5.00994, -4.53447, -4.70477)
C (4.32135, -3.87635, -4.03592)
S (2.50415, -3.94488, -4.03073)
C (2.29306, -2.78446, -2.79660)
C (3.49394, -2.16458, -2.21995)
S (3.32609, -1.04289, -0.98849)
S (4.99157, -2.62384, -2.84601)
S (0.81443, -2.29849, -2.24455)
C (2.32006, 4.13310, -2.51458)
As (2.89195, 2.35249, -2.10351)
C (4.39216, 2.50176, -0.91520)
C (3.45721, 1.53980, -3.74935)
S (1.03670, 1.47907, -1.28733)
H (3.17408, 4.66719, -2.93574)
H (1.98401, 4.63001, -1.60522)
H (1.50948, 4.09877, -3.24152)
H (5.15045, 3.06459, -1.46460)
H (4.78482, 1.52875, -0.63725)
H (4.09125, 3.06257, -0.03183)
H (4.21996, 2.19409, -4.17775)
H (2.60838, 1.48355, -4.43001)
H (3.88293, 0.55295, -3.58170)
C (-3.55554, 4.47338, -0.56064)
C (-3.50762, 3.57948, 0.49668)
C (-2.57247, 2.55711, 0.46689)
N (-1.69516, 2.38617, -0.52346)
C (-1.75574, 3.25757, -1.53189)
C (-2.65889, 4.30291, -1.60579)
H (-4.27460, 5.28092, -0.57422)
H (-4.18680, 3.66770, 1.33215)
H (-2.55344, 1.82414, 1.26290)
H (-1.03944, 3.10986, -2.33577)
H (-2.66239, 4.96583, -2.45872)
N (3.57229, -1.26925, 4.07021)
C (3.67336, -0.16859, 3.05104)
C (2.72784, -0.44815, 1.89865)
O (2.60386, 0.39980, 0.97362)
O (2.04594, -1.48774, 1.85815)
H (4.46710, -1.74358, 4.22554)
H (2.88732, -1.96684, 3.73915)
H (3.25691, -0.92252, 4.98160)
H (4.69944, -0.09480, 2.69072)
H (3.41173, 0.77883, 3.52138)

Cartesian forces (eV/Å) of the 2 atoms listed first:
W 0.204 0.861 1.257
C 0.072 0.004 -0.054

Results
Spin multiplicity: 2
Expectation value of S²: 0.786
Net charge: +4
Relative energy (zero: lowest compared OMol25 entry of this formula, charge and spin): 0.0 kJ/mol

Mulliken atomic charge list, values in e, 2 entries:
1. W 0.911
2. C -1.262